No. 1
A structure of composition C43H34CdINP2S, computed with ωB97M-V/def2-TZVPD.

```
83
Properties=species:S:1:pos:R:3:mulliken_charge:R:1
Cd 0.083 -0.085 1.067 1.313
I -2.335 -1.958 1.048 0.115
C -3.224 -1.710 -0.829 0.359
C -3.659 -2.908 -1.338 -0.674
C -4.482 -2.954 -2.478 -1.016
C -4.893 -1.782 -3.029 -0.947
C -4.455 -0.535 -2.519 0.873
C -4.976 0.636 -3.123 -0.717
C -4.608 1.872 -2.692 -1.412
C -3.628 1.964 -1.694 -0.662
C -3.075 0.863 -1.078 1.503
P -1.609 1.390 -0.118 0.309
C -0.658 2.321 -1.354 1.213
C 0.033 1.568 -2.302 -1.263
C 0.717 2.197 -3.329 -0.407
C 0.725 3.583 -3.409 -0.768
C 0.038 4.337 -2.468 -0.731
C -0.661 3.710 -1.447 -0.300
C -2.175 2.565 1.135 0.896
C -1.253 3.439 1.711 -0.617
C -1.654 4.325 2.694 -0.903
C -2.975 4.327 3.132 -0.651
C -3.888 3.444 2.580 -0.734
C -3.494 2.567 1.579 -0.877
C -3.540 -0.453 -1.429 0.246
H -3.402 -3.832 -0.844 0.453
H -4.812 -3.905 -2.868 0.446
H -5.572 -1.775 -3.870 0.428
H -5.684 0.521 -3.931 0.432
H -5.014 2.768 -3.135 0.469
H -3.273 2.955 -1.438 0.407
H 0.026 0.479 -2.257 0.497
H 1.242 1.606 -4.067 0.504
H 1.259 4.075 -4.208 0.453
H 0.036 5.415 -2.534 0.472
H -1.211 4.309 -0.734 0.452
H -0.220 3.464 1.364 0.814
H -0.943 5.022 3.112 0.475
H -3.291 5.023 3.894 0.453
H -4.916 3.444 2.917 0.465
H -4.220 1.895 1.140 0.476
C 5.572 1.229 -1.089 -0.623
C 5.849 0.032 -0.446 -0.703
C 4.815 -0.764 0.022 -0.495
C 3.496 -0.353 -0.156 0.268
C 3.222 0.858 -0.789 0.032
C 4.257 1.644 -1.262 -0.584
P 2.133 -1.374 0.409 0.418
C 2.723 -2.431 1.740 0.444
C 2.748 -1.934 3.041 -0.491
C 3.289 -2.693 4.066 -0.774
C 3.805 -3.953 3.794 -0.535
C 3.789 -4.450 2.499 -0.803
C 3.257 -3.691 1.470 -0.166
C 1.576 -2.435 -0.946 0.547
C 0.788 -3.555 -0.686 -0.345
C 0.277 -4.300 -1.735 -0.828
C 0.544 -3.931 -3.048 -0.643
C 1.330 -2.820 -3.311 -0.798
C 1.846 -2.070 -2.265 -0.538
H 6.382 1.845 -1.448 0.411
H 6.872 -0.283 -0.305 0.437
H 5.041 -1.697 0.524 0.424
H 2.198 1.196 -0.911 0.188
H 4.041 2.581 -1.753 0.494
H 2.360 -0.943 3.262 0.395
H 3.315 -2.301 5.071 0.454
H 4.225 -4.544 4.594 0.428
H 4.197 -5.427 2.290 0.451
H 3.259 -4.082 0.462 0.525
H 0.579 -3.858 0.333 0.600
H -0.316 -5.176 -1.528 0.493
H 0.151 -4.518 -3.863 0.451
H 1.556 -2.544 -4.330 0.485
H 2.476 -1.216 -2.481 0.465
S -0.880 -0.310 5.702 -0.052
C -0.157 1.192 5.353 -0.352
C 0.176 1.257 4.040 -0.840
N -0.132 0.131 3.318 0.762
C -0.687 -0.772 4.094 -0.678
H -0.008 1.939 6.109 0.457
H 0.655 2.088 3.554 0.445
H -0.982 -1.751 3.756 0.335
```

Computed properties:
E_HOMO, eV: -13.260
2S+1: 1
Charge: +2

No. 2
A structure of composition C43H34ClF3IN9O7Sn, computed with ωB97M-V/def2-TZVPD.

```
99
Properties=species:S:1:pos:R:3:mulliken_charge:R:1
Sn 0.011 0.030 0.551 1.942
O -0.811 -1.861 4.455 -0.795
C -0.738 -1.197 3.418 -0.023
O -0.013 -1.398 2.395 -0.546
C -1.639 0.033 3.330 0.256
C -2.639 0.288 4.252 -0.553
C -3.422 1.420 4.074 -0.321
C -3.175 2.268 3.004 -0.762
C -2.146 1.955 2.129 0.443
N -1.418 0.850 2.303 0.440
C -1.805 2.855 0.928 -0.088
O -2.541 3.842 0.773 -0.844
O -0.850 2.437 0.227 -0.550
H -2.771 -0.402 5.073 0.542
H -4.223 1.642 4.771 0.408
H -3.743 3.168 2.814 0.564
N 2.425 1.768 -1.938 -0.380
C 2.574 0.694 -2.905 0.739
C 3.562 1.165 -4.004 -1.200
C 4.139 0.157 -5.000 -1.027
C 4.751 -1.091 -4.369 -0.828
N 3.714 -2.048 -4.040 -0.355
C 4.026 -3.101 -3.389 0.497
N 5.313 -3.414 -2.985 -0.544
N 3.070 -4.045 -3.098 -0.560
C 1.224 0.360 -3.568 0.699
O 1.164 -0.737 -4.329 -0.578
O 0.288 1.117 -3.519 -0.636
H 1.555 2.249 -2.159 0.343
H 2.318 1.472 -0.972 -0.085
H 2.964 -0.200 -2.414 -0.074
H 4.378 1.644 -3.462 0.406
H 3.052 1.958 -4.558 0.254
H 4.913 0.672 -5.575 0.461
H 3.377 -0.170 -5.712 0.334
H 5.315 -0.791 -3.470 0.450
H 5.479 -1.532 -5.064 0.516
H 2.017 -1.224 -4.344 0.522
H 5.911 -2.614 -2.857 0.242
H 5.379 -4.076 -2.227 0.287
H 2.131 -3.713 -3.255 0.293
H 3.168 -4.532 -2.223 0.177
Cl 1.765 -7.356 1.040 -0.344
C 0.988 -5.850 0.561 0.664
C -0.316 -5.876 0.139 -0.452
C -0.961 -4.702 -0.237 -0.213
I -2.966 -4.768 -0.833 -0.072
C -0.348 -3.415 -0.251 -0.084
O -0.927 -2.362 -0.595 -0.418
C 1.062 -3.432 0.199 -0.171
N 1.714 -2.244 0.218 0.681
C 2.941 -2.172 0.678 -0.511
C 3.636 -3.299 1.148 -1.079
C 3.020 -4.518 1.116 -0.991
C 1.699 -4.632 0.627 0.368
H -0.850 -6.816 0.114 0.391
H 3.380 -1.178 0.719 0.424
H 4.636 -3.190 1.547 0.458
H 3.525 -5.404 1.475 0.386
N -7.756 0.563 -1.482 0.054
C -8.858 0.932 -2.219 0.674
C -10.226 0.822 -1.998 -1.010
C -11.061 1.321 -2.983 -0.386
C -10.543 1.915 -4.145 -0.447
C -9.179 2.025 -4.351 -0.699
C -8.322 1.525 -3.372 0.497
N -6.939 1.506 -3.327 -0.687
C -6.639 0.926 -2.196 0.087
C -5.282 0.673 -1.691 1.204
C -4.185 1.208 -2.351 -0.814
C -2.918 0.968 -1.840 -0.636
N -2.709 0.232 -0.751 0.370
C -3.757 -0.295 -0.130 -0.747
C -5.060 -0.102 -0.558 -0.933
H -7.756 0.120 -0.583 0.141
H -10.624 0.363 -1.100 0.368
H -12.134 1.254 -2.854 0.363
H -11.229 2.295 -4.892 0.361
H -8.776 2.483 -5.246 0.420
H -4.329 1.815 -3.234 0.471
H -2.031 1.382 -2.311 0.545
H -3.545 -0.912 0.739 0.535
H -5.868 -0.566 -0.003 0.186
F 2.030 8.701 0.718 -0.263
C 2.672 8.084 1.734 0.881
F 3.971 8.458 1.625 -0.278
F 2.209 8.639 2.872 -0.293
C 2.512 6.602 1.706 0.448
C 1.746 5.944 2.658 -0.673
C 1.608 4.567 2.603 -0.431
C 2.221 3.822 1.592 0.851
C 2.973 4.505 0.624 -0.571
C 3.117 5.878 0.682 -0.798
C 2.088 2.399 1.537 0.686
C 1.945 1.190 1.411 -2.243
H 1.261 6.510 3.441 0.394
H 1.010 4.047 3.340 0.464
H 3.430 3.932 -0.174 0.442
H 3.700 6.398 -0.069 0.362
```

Computed properties:
Energy relative to the best compared isomer or geometry (same formula, charge and spin), kcal/mol: 8.5
E_HOMO, eV: -2.236
2S+1: 1
Charge: -2

No. 3
A structure of composition C43H34F15GeO2RuS5Sb2Te in a non-equilibrium geometry, computed with ωB97M-V/def2-TZVPD.

```
104
Properties=species:S:1:pos:R:3:mulliken_charge:R:1
Ru -0.995 0.120 -0.642 2.496
O -6.734 3.012 2.664 -0.541
C -5.799 2.531 2.104 0.552
S -5.927 1.218 0.910 -0.070
C -4.213 1.063 0.567 -0.610
C -3.369 1.910 1.241 -0.105
S -1.678 1.917 1.084 -0.235
S -4.118 3.035 2.366 -0.105
S -3.709 -0.112 -0.555 -0.005
C 0.192 -2.988 2.191 -1.001
Sb -1.369 -2.165 0.945 0.220
C -2.691 -1.615 2.563 -1.326
C -2.230 -4.120 0.403 -1.366
C -3.583 -3.986 -0.178 0.903
C -4.668 -3.958 0.697 -0.578
C -5.960 -3.788 0.244 -0.800
C -6.191 -3.632 -1.112 -0.764
C -5.127 -3.665 -1.992 -0.760
C -3.817 -3.849 -1.556 0.836
C -2.734 -3.890 -2.568 -1.589
Sb -1.727 -1.922 -2.796 0.052
C -3.495 -1.025 -3.659 -1.218
C -0.840 -2.178 -4.775 -1.357
H -0.209 -3.778 2.816 0.588
H 0.600 -2.198 2.815 0.040
H 0.977 -3.390 1.560 0.358
H -2.804 -2.439 3.263 0.524
H -3.660 -1.339 2.153 0.326
H -2.261 -0.755 3.076 0.313
H -2.259 -4.676 1.335 0.725
H -1.518 -4.596 -0.266 0.518
H -4.485 -4.082 1.755 0.360
H -6.782 -3.782 0.943 0.437
H -7.197 -3.500 -1.480 0.425
H -5.308 -3.560 -3.052 0.393
H -3.128 -4.119 -3.555 0.669
H -1.960 -4.613 -2.328 0.645
H -3.770 -1.571 -4.559 0.434
H -3.278 0.013 -3.909 0.207
H -4.314 -1.058 -2.947 0.314
H -1.603 -2.510 -5.470 0.543
H -0.037 -2.906 -4.753 0.440
H -0.454 -1.212 -5.090 0.336
C 3.134 -0.780 -3.691 -1.364
C 2.013 -1.152 -2.736 0.698
O 1.152 -0.036 -2.508 0.415
H 3.731 -1.658 -3.922 0.435
H 3.777 -0.025 -3.245 0.286
H 2.717 -0.383 -4.613 0.295
H 2.409 -1.497 -1.776 -0.471
H 1.383 -1.938 -3.159 0.052
H 1.692 0.613 -2.029 -0.166
F 0.910 2.211 3.262 -0.483
C 1.118 1.276 4.196 -0.150
C 1.883 0.183 3.829 0.275
C 2.088 -0.807 4.769 0.273
F 2.772 -1.909 4.417 -0.358
C 1.598 -0.695 6.065 0.188
F 1.834 -1.653 6.965 -0.308
C 0.859 0.431 6.421 0.515
F 0.399 0.557 7.665 -0.304
C 0.601 1.423 5.476 0.244
F -0.122 2.490 5.810 -0.315
Ge 2.618 0.190 1.974 -0.074
S 1.190 0.275 0.382 -0.480
C 3.837 1.773 1.799 -0.480
C 4.500 1.886 0.592 0.179
F 4.284 0.921 -0.327 -0.204
C 5.372 2.925 0.304 -0.085
F 6.002 2.983 -0.873 -0.311
C 5.589 3.903 1.271 0.668
F 6.423 4.913 1.026 -0.304
C 4.941 3.812 2.500 0.133
F 5.157 4.736 3.436 -0.300
C 4.080 2.747 2.749 0.714
F 3.500 2.656 3.948 -0.248
C 3.975 -1.296 1.919 0.206
C 5.048 -1.176 2.781 0.816
F 5.093 -0.091 3.571 -0.378
C 6.050 -2.131 2.867 0.128
F 7.071 -1.981 3.712 -0.302
C 5.977 -3.259 2.052 0.734
F 6.923 -4.194 2.114 -0.298
C 4.909 -3.403 1.173 0.056
F 4.829 -4.482 0.389 -0.309
C 3.927 -2.421 1.121 -0.671
F 2.899 -2.577 0.276 -0.390
C -2.395 3.212 -3.414 -1.277
Te -1.007 1.593 -2.965 0.280
C 0.028 3.202 -1.942 -0.465
C -0.396 4.469 -2.623 0.200
C 0.339 5.641 -2.519 -0.638
C -0.054 6.777 -3.206 -0.633
C -1.181 6.746 -4.009 -0.593
C -1.937 5.590 -4.092 -0.758
C -1.561 4.456 -3.388 0.693
H -3.185 3.275 -2.662 0.451
H -2.865 3.063 -4.387 0.574
H 1.107 3.050 -1.992 0.509
H -0.274 3.190 -0.889 0.131
H 1.230 5.668 -1.908 0.495
H 0.527 7.684 -3.129 0.406
H -1.466 7.620 -4.574 0.406
H -2.820 5.560 -4.711 0.442
```

Computed properties:
Energy relative to the best compared isomer or geometry (same formula, charge and spin), kcal/mol: 8.2
E_HOMO (spin up / spin down), eV: -7.502 / -7.485
<S²>: 0.763
2S+1: 2

No. 4
A structure of composition C43H35ClIN4OPSV in a non-equilibrium geometry, computed with ωB97M-V/def2-TZVPD.

```
88
Properties=species:S:1:pos:R:3:mulliken_charge:R:1
V -0.913 -0.460 -0.548 -0.925
N 1.748 -2.476 -1.783 0.443
P 1.254 -0.871 -1.644 1.344
C 2.778 -0.133 -0.984 0.233
C 3.322 1.045 -1.486 -0.724
C 4.519 1.531 -0.971 -0.870
C 5.172 0.848 0.044 -0.672
C 4.622 -0.318 0.563 -0.721
C 3.428 -0.805 0.055 -0.594
C 1.098 -0.234 -3.338 0.481
C -0.140 0.197 -3.810 -0.564
C -0.291 0.626 -5.122 -1.077
C 0.801 0.627 -5.974 -0.529
C 2.044 0.198 -5.518 -0.868
C 2.190 -0.229 -4.209 -0.370
C 0.982 -3.576 -1.407 0.394
C 1.409 -4.863 -1.734 -1.052
C 0.644 -5.925 -1.312 -0.314
C -0.524 -5.683 -0.596 -1.113
C -0.868 -4.373 -0.349 0.056
N -0.131 -3.318 -0.737 0.340
H 2.620 -2.666 -2.253 0.357
H 2.829 1.572 -2.292 0.837
H 4.947 2.440 -1.376 0.436
H 6.109 1.224 0.434 0.421
H 5.125 -0.852 1.358 0.480
H 3.011 -1.722 0.455 0.361
H -1.013 0.219 -3.168 0.533
H -1.259 0.960 -5.473 0.472
H 0.689 0.966 -6.996 0.416
H 2.897 0.199 -6.185 0.426
H 3.169 -0.544 -3.862 0.412
H 2.318 -5.009 -2.302 0.449
H 0.949 -6.937 -1.545 0.427
H -1.157 -6.486 -0.248 0.469
H -1.781 -4.144 0.182 0.274
C 1.957 3.123 4.717 -1.828
C 2.357 1.968 3.789 2.317
C 3.615 1.276 4.332 -1.668
C 2.665 2.549 2.411 -1.583
C 1.220 0.948 3.728 -0.162
C 0.679 0.439 4.930 -0.334
C -0.393 -0.425 4.951 -1.358
C -0.934 -0.814 3.726 1.115
S -2.329 -1.793 3.401 -0.430
C -2.103 -1.586 1.726 0.581
N -1.044 -0.868 1.409 0.692
C -0.375 -0.377 2.539 -2.184
C 0.696 0.512 2.528 0.568
C -2.964 -2.095 0.643 0.313
C -4.064 -2.918 0.871 -0.388
C -4.782 -3.403 -0.208 -0.951
C -4.389 -3.060 -1.501 -0.812
C -3.295 -2.230 -1.714 -0.396
C -2.550 -1.716 -0.649 1.737
H 2.746 3.879 4.726 0.465
H 1.807 2.795 5.746 0.364
H 1.035 3.599 4.373 0.391
H 4.447 1.984 4.365 0.440
H 3.904 0.437 3.693 0.276
H 3.462 0.893 5.344 0.388
H 3.470 3.282 2.502 0.505
H 1.798 3.060 1.981 0.267
H 2.996 1.785 1.704 0.062
H 1.099 0.758 5.875 0.473
H -0.810 -0.770 5.889 0.427
H 1.076 0.885 1.585 0.387
H -4.354 -3.194 1.881 0.460
H -5.635 -4.049 -0.049 0.450
H -4.945 -3.448 -2.346 0.442
H -3.027 -1.986 -2.736 0.456
Cl -4.286 5.993 -0.929 -0.246
C -3.234 4.618 -0.876 0.476
C -1.894 4.800 -0.987 -0.532
C -1.007 3.688 -0.950 -0.138
I 1.027 4.039 -1.110 0.108
C -1.491 2.430 -0.801 -0.349
O -0.719 1.310 -0.759 0.925
C -2.886 2.239 -0.660 -0.313
N -3.283 0.948 -0.489 0.053
C -4.563 0.702 -0.392 0.187
C -5.546 1.715 -0.437 -1.206
C -5.157 3.013 -0.590 -0.756
C -3.780 3.315 -0.708 0.099
H -1.497 5.799 -1.103 0.471
H -4.845 -0.340 -0.267 0.173
H -6.592 1.452 -0.350 0.454
H -5.885 3.813 -0.625 0.449
```

Computed properties:
Energy relative to the best compared isomer or geometry (same formula, charge and spin), kcal/mol: 24.3
E_HOMO (spin up / spin down), eV: -10.339 / -10.537
<S²>: 2.019
2S+1: 3
Charge: +1

No. 5
A structure of composition C43H35LaN8S5, computed with ωB97M-V/def2-TZVPD.

```
92
Properties=species:S:1:pos:R:3:mulliken_charge:R:1
La -0.182 -0.592 0.394 1.041
S 0.827 -1.876 -1.925 -0.449
C 2.550 -2.171 -1.911 0.687
C 3.104 -2.725 -3.079 -0.629
C 4.435 -3.077 -3.168 -0.635
C 5.273 -2.910 -2.071 -0.668
C 4.757 -2.355 -0.917 -0.599
C 3.424 -1.951 -0.838 0.009
S 2.959 -1.112 0.674 -0.152
C 4.124 0.325 0.575 -1.126
C 3.428 1.660 0.618 1.107
C 3.672 2.438 1.693 -1.549
C 3.202 3.747 2.194 -0.380
C 0.918 4.078 0.916 1.284
C 2.135 2.969 -0.864 0.201
C -0.699 2.480 -0.215 -0.392
S -2.378 1.879 0.407 -0.317
C -2.340 2.047 2.176 0.307
C -2.411 3.328 2.719 -0.240
C -2.413 3.515 4.088 -0.774
C -2.393 2.402 4.921 -0.644
C -2.346 1.129 4.388 -0.643
C -2.290 0.912 3.002 0.458
S -2.163 -0.742 2.430 -0.460
N 2.660 1.845 -0.524 -0.269
H 2.440 -2.865 -3.922 0.460
H 4.821 -3.490 -4.091 0.360
H 6.312 -3.207 -2.117 0.396
H 5.397 -2.218 -0.053 0.440
H 4.646 0.202 -0.370 0.562
H 4.815 0.214 1.407 0.460
H 4.391 2.012 2.387 0.286
H 4.039 4.401 2.416 0.517
H 0.118 4.825 0.898 0.517
H 0.773 1.437 -1.232 0.752
H -0.947 3.410 -0.714 1.039
H -2.459 4.178 2.048 0.513
H -2.449 4.514 4.502 0.429
H -2.418 2.531 5.996 0.364
H -2.328 0.262 5.036 0.465
C -3.733 -2.511 -1.893 -0.994
C -3.777 -2.050 -3.204 -0.570
C -3.033 -0.946 -3.541 -0.805
C -2.227 -0.307 -2.581 -0.094
N -2.156 -0.792 -1.323 0.741
C -2.911 -1.852 -1.006 -0.148
N -1.607 0.830 -3.038 -0.266
C -0.781 1.642 -2.493 -0.320
N -0.249 1.438 -1.154 0.294
C 1.316 3.696 -1.617 0.102
N 1.776 4.276 -0.323 -0.592
C 0.269 2.708 0.936 -1.121
C 1.900 4.451 2.000 -1.203
C 2.128 3.786 3.325 -0.215
C 1.551 2.517 3.736 -1.286
C 0.935 1.601 2.984 -1.089
N 0.403 1.684 1.699 1.469
C 0.370 3.918 -2.637 0.500
C 0.216 5.233 -3.132 -0.987
C -0.543 5.491 -4.243 -0.705
C -1.200 4.441 -4.903 -0.552
C -1.169 3.180 -4.370 -1.192
C -0.451 2.885 -3.190 0.592
H -4.321 -3.358 -1.569 0.480
H -4.397 -2.545 -3.940 0.409
H -3.042 -0.531 -4.538 0.518
H -2.865 -2.182 0.030 0.269
H 1.999 5.529 2.034 0.467
H 2.361 4.450 4.148 0.554
H 1.746 2.231 4.764 0.466
H 0.694 0.650 3.453 0.470
H 0.774 6.022 -2.643 0.459
H -0.612 6.500 -4.631 0.385
H -1.759 4.639 -5.808 0.406
H -1.738 2.379 -4.820 0.449
C -0.921 -7.682 -0.665 -1.450
C -1.274 -6.542 0.230 0.870
C -2.436 -6.437 0.935 -0.929
C -2.633 -5.285 1.735 0.989
N -1.725 -4.337 1.828 -0.249
C -0.555 -4.461 1.186 0.136
S 0.710 -3.377 1.328 -0.464
N -0.371 -5.544 0.352 0.040
C -3.890 -5.101 2.518 -1.266
H -1.651 -8.481 -0.574 0.362
H 0.066 -8.071 -0.408 0.382
H -0.889 -7.350 -1.704 0.323
H -3.187 -7.211 0.880 0.384
H 0.506 -5.567 -0.151 0.238
H -4.364 -6.055 2.742 0.429
H -4.591 -4.487 1.947 0.258
H -3.665 -4.561 3.436 0.331
```

Computed properties:
Energy relative to the best compared isomer or geometry (same formula, charge and spin), kcal/mol: 151.9
E_HOMO (spin up / spin down), eV: -6.039 / -6.039
2S+1: 1

Number 1: total energy -88699.1787 eV. Number 2: total energy -107499.3136 eV. Number 3: total energy -223638.8299 eV. Number 4: total energy -119600.1785 eV. Number 5: total energy -112114.6183 eV.